{"formula": "C16H33AlF12N2O21S8", "method": "wB97M-V/def2-TZVPD", "species": ["Al", "C", "F", "F", "F", "S", "O", "O", "N", "S", "O", "O", "C", "F", "F", "F", "C", "F", "F", "F", "S", "O", "O", "N", "S", "O", "O", "C", "F", "F", "F", "O", "H", "O", "S", "O", "O", "C", "C", "C", "H", "H", "H", "H", "H", "H", "H", "H", "O", "S", "O", "O", "C", "C", "C", "H", "H", "H", "H", "H", "H", "H", "H", "O", "S", "O", "O", "C", "C", "C", "H", "H", "H", "H", "H", "H", "H", "H", "O", "S", "O", "O", "C", "C", "C", "H", "H", "H", "H", "H", "H", "H", "H"], "positions_angstrom": [[-15.634, -21.529, 25.213], [-17.233, -19.919, 20.894], [-15.897, -20.078, 20.645], [-17.707, -19.038, 20.070], [-17.897, -21.053, 20.831], [-17.514, -19.316, 22.698], [-18.307, -18.099, 22.715], [-18.156, -20.441, 23.421], [-15.896, -19.285, 23.313], [-15.357, -17.837, 22.928], [-15.681, -17.488, 21.513], [-15.700, -16.838, 23.911], [-13.483, -17.965, 23.027], [-13.077, -17.758, 24.295], [-13.064, -19.154, 22.615], [-12.952, -17.071, 22.228], [-13.140, -25.854, 25.415], [-12.240, -25.274, 24.572], [-12.954, -27.198, 25.542], [-12.971, -25.364, 26.685], [-14.970, -25.448, 24.753], [-15.427, -26.531, 23.919], [-15.872, -25.122, 25.912], [-14.711, -23.928, 23.907], [-14.207, -24.411, 22.489], [-13.228, -25.457, 22.413], [-15.225, -24.520, 21.505], [-13.264, -22.784, 21.973], [-12.980, -22.747, 20.662], [-14.053, -21.748, 22.272], [-12.090, -22.820, 22.584], [-15.118, -22.369, 27.926], [-15.625, -22.028, 28.688], [-14.801, -19.261, 26.918], [-15.047, -18.168, 27.875], [-16.296, -17.374, 27.879], [-14.935, -18.794, 29.434], [-13.796, -19.680, 29.684], [-13.910, -20.167, 31.122], [-13.607, -17.026, 27.918], [-12.863, -19.156, 29.476], [-13.837, -20.552, 29.032], [-14.924, -20.384, 31.458], [-13.457, -19.469, 31.825], [-13.341, -21.080, 31.298], [-12.653, -17.552, 27.871], [-13.586, -16.465, 28.853], [-13.587, -16.492, 26.969], [-10.942, -19.811, 26.346], [-11.368, -21.008, 25.654], [-12.693, -20.997, 25.017], [-10.289, -21.279, 24.449], [-10.081, -20.259, 23.431], [-8.617, -19.786, 23.502], [-10.960, -22.570, 26.647], [-10.599, -19.326, 23.655], [-10.347, -20.560, 22.418], [-8.440, -18.944, 22.833], [-8.041, -20.668, 23.221], [-8.367, -19.552, 24.537], [-9.904, -22.442, 26.883], [-10.969, -23.417, 25.961], [-11.564, -22.649, 27.551], [-17.573, -23.155, 23.650], [-18.724, -24.066, 23.453], [-19.367, -24.770, 24.605], [-19.889, -23.351, 22.568], [-20.837, -22.466, 23.171], [-21.487, -21.597, 22.053], [-18.321, -25.322, 22.171], [-20.386, -21.824, 23.927], [-21.573, -22.933, 23.825], [-20.956, -20.780, 21.564], [-22.311, -21.025, 22.480], [-21.903, -22.235, 21.273], [-18.380, -24.801, 21.216], [-19.135, -26.030, 22.014], [-17.351, -25.819, 22.194], [-18.253, -25.171, 27.670], [-18.597, -23.767, 27.495], [-17.824, -22.822, 26.662], [-20.221, -23.591, 27.178], [-21.120, -24.672, 27.423], [-22.592, -24.184, 27.264], [-18.515, -23.010, 29.094], [-20.952, -25.167, 28.380], [-20.903, -25.379, 26.622], [-22.662, -24.171, 26.177], [-22.776, -23.206, 27.710], [-23.420, -24.840, 27.532], [-19.127, -23.565, 29.805], [-18.813, -21.971, 28.954], [-17.462, -23.125, 29.352]], "forces_ev_per_angstrom": [[-0.232, -0.305, 0.001], [1.648, 0.475, 1.801], [-1.800, -0.483, 0.092], [-0.551, 0.423, -0.956], [0.208, -0.449, -0.744], [-0.221, -1.687, 2.729], [1.275, -0.862, -0.587], [1.424, 1.499, -1.380], [-2.150, 0.291, -0.882], [-1.120, 1.859, -1.855], [1.135, -0.664, 2.397], [0.679, -0.145, -0.129], [-0.991, -0.813, 0.399], [0.078, -0.065, -0.552], [0.154, -0.335, 0.177], [0.345, 0.863, -0.115], [-0.278, -0.009, 0.322], [-0.606, -1.129, 2.230], [-0.037, 1.507, -0.771], [-0.146, -0.029, -1.536], [-2.753, 2.854, 2.369], [0.870, 0.326, 0.287], [3.192, -0.738, -2.569], [0.067, -3.388, 2.111], [1.563, 1.861, -2.791], [0.270, -0.105, 0.260], [-1.452, 0.181, -0.692], [-1.270, -2.212, -0.115], [-0.455, 0.013, 0.143], [0.908, 0.121, 0.143], [0.259, 0.975, 0.701], [0.191, -0.003, -0.086], [-0.067, 0.139, -0.401], [-0.507, 2.010, 1.684], [-0.855, 0.138, 0.512], [2.961, -2.032, 0.013], [0.251, 0.306, -1.651], [-0.670, -0.473, 0.075], [0.618, 0.223, 0.557], [0.124, -0.915, -0.494], [0.011, 0.065, 0.202], [-0.195, 0.229, -0.330], [-0.104, 0.199, -0.347], [-0.285, 0.300, 0.011], [0.069, -0.165, -0.427], [-0.255, -0.709, 0.105], [-0.578, 0.288, -0.387], [-0.584, 0.484, 0.296], [-0.319, -0.883, 0.134], [-0.564, -0.148, -1.906], [1.810, -0.414, 1.561], [-0.503, -0.135, 0.457], [0.728, 1.939, 0.708], [-0.427, -1.575, 0.076], [0.527, 1.345, -1.236], [-0.887, -0.442, 0.194], [-0.227, -0.616, 0.400], [0.020, -0.118, 0.040], [0.588, 0.292, -0.156], [-0.036, 0.258, -0.102], [-0.082, 0.312, 0.248], [-0.713, 0.094, 0.073], [-0.195, 0.073, -0.422], [-2.760, -2.054, -0.281], [0.867, -0.966, 1.033], [1.320, 1.906, -2.285], [0.579, -0.550, 0.508], [-0.060, 2.040, 0.196], [-0.516, -0.360, 0.543], [-0.652, 0.707, -0.922], [0.781, 0.292, -0.407], [-0.315, -0.939, -0.759], [1.025, -0.528, 0.254], [-0.334, -0.357, 0.325], [-0.013, -0.065, 0.001], [0.453, 0.548, 0.129], [-0.097, -0.100, 0.973], [-0.028, 0.388, 0.788], [-0.768, 1.815, -0.657], [0.680, 0.318, -0.446], [-2.119, -2.108, 1.052], [1.579, 0.827, 0.340], [-0.750, -1.030, -0.070], [1.024, 0.060, -1.086], [-0.090, -0.264, -0.191], [0.274, 0.228, 0.154], [-0.173, -0.338, 0.237], [-0.445, 0.840, -0.101], [0.160, -0.001, -0.148], [0.583, -0.455, 0.596], [-0.054, 0.170, -0.070], [0.065, -0.108, 0.280], [-0.074, 0.182, 0.124]], "spin_multiplicity": 2, "e_tot_ha": -6945.11611, "total_charge": -1}